[1]
Below is a structure of composition C39H38CaIN7O2SSi, with properties calculated with ωB97M-V/def2-TZVPD.

Computed properties:
**LUMO energy**: 0.01091 hartree
**Total energy**: -3705.97114 a.u.
**Strongest force on any atom**: 0.554 eV Å⁻¹
**Gap between HOMO and LUMO**: 7.13 eV
**Highest occupied orbital energy**: -6.831 eV
**Energy relative to the best compared isomer or geometry (same formula, charge and spin)**: 49.46 kJ/mol

Element x y z (Å)
Ca 0.3556 0.1164 0.0110
C 2.0174 -2.7350 -1.0836
N 0.7514 -2.1920 -1.5800
C -0.3519 -3.1073 -1.3021
C -1.6948 -2.4484 -1.1293
C -2.8453 -3.0773 -1.5836
C -4.0820 -2.5650 -1.2231
C -4.1268 -1.4522 -0.4028
C -2.9310 -0.8622 -0.0190
N -1.7384 -1.3277 -0.4000
C 0.8614 -1.9324 -3.0132
C -0.0165 -0.8113 -3.5000
C -0.8452 -0.9371 -4.6036
C -1.4671 0.2006 -5.1008
C -1.2258 1.4164 -4.4883
C -0.4089 1.4403 -3.3634
N 0.1652 0.3501 -2.8681
C 2.0589 -2.8868 0.4122
C 2.9843 -3.7515 0.9825
C 3.0386 -3.8608 2.3578
C 2.1513 -3.1207 3.1229
C 1.2599 -2.2845 2.4752
N 1.2150 -2.1589 1.1436
H 2.8174 -2.0433 -1.3524
H 2.2426 -3.7077 -1.5481
H -0.1493 -3.6047 -0.3522
H -0.4212 -3.8937 -2.0671
H -2.7675 -3.9691 -2.1918
H -4.9926 -3.0427 -1.5616
H -5.0663 -1.0364 -0.0656
H -2.8980 0.0048 0.6361
H 0.6776 -2.8439 -3.5992
H 1.8863 -1.6166 -3.2175
H -0.9823 -1.9020 -5.0749
H -2.1152 0.1368 -5.9657
H -1.6675 2.3322 -4.8568
H -0.1975 2.3590 -2.8308
H 3.6603 -4.3093 0.3480
H 3.7605 -4.5163 2.8278
H 2.1503 -3.1800 4.2022
H 0.5579 -1.6737 3.0278
C -0.5393 4.0095 6.6423
Si 0.0586 2.8706 5.2590
C 0.7070 1.3156 6.0942
C 1.4154 3.7734 4.3202
C -1.4237 2.5633 4.1311
C -2.6081 3.2565 4.3112
C -3.6735 3.1010 3.4276
C -3.4998 2.2214 2.3823
N -2.3824 1.5245 2.1743
C -1.3473 1.6876 3.0113
S 0.1189 0.8058 2.6993
H 0.2577 4.1350 7.3792
H -1.4045 3.5981 7.1677
H -0.8061 5.0029 6.2736
H 1.3151 1.5833 6.9630
H 1.3154 0.7309 5.4070
H -0.1121 0.6836 6.4442
H 2.2321 4.0589 4.9880
H 1.0235 4.6879 3.8669
H 1.8141 3.1359 3.5303
H -2.7133 3.9404 5.1464
H -4.6016 3.6427 3.5505
H -4.2979 2.0618 1.6586
O 1.3433 2.2165 -0.9921
C 2.4613 1.7123 -0.8500
N 2.6511 0.4357 -0.4425
C 3.9999 0.1740 -0.3923
O 4.5152 -0.8927 -0.1179
C 4.7421 1.4350 -0.7792
C 6.0860 1.7225 -0.8722
C 6.4404 3.0128 -1.2632
C 5.4721 3.9693 -1.5494
C 4.1147 3.6678 -1.4566
C 3.7786 2.3891 -1.0693
H 6.8321 0.9725 -0.6437
H 7.4862 3.2810 -1.3440
H 5.7817 4.9633 -1.8463
H 3.3520 4.4049 -1.6731
I -0.3169 4.3304 0.9433
C -1.8180 3.5699 -0.2948
C -2.8541 4.4410 -0.6275
C -3.8757 3.9763 -1.4312
C -3.8238 2.6667 -1.8837
C -2.7510 1.8868 -1.4967
N -1.7621 2.3106 -0.7023
H -2.8474 5.4534 -0.2518
H -4.6960 4.6281 -1.7037
H -4.5902 2.2557 -2.5268
H -2.6696 0.8680 -1.8520

Mulliken atomic charge list, values in e, 2 entries: atom 1 (Ca): 1.348, atom 2 (C): -1.418

[2]
Below is a cluster of 7 separate species, C28H70O14 in total, with properties calculated with ωB97M-V/def2-TZVPD.

Computed properties:
**LUMO energy**: 0.02205 hartree
**Total energy**: -2161.79390 a.u.
**Strongest force on any atom**: 1.968 eV Å⁻¹
**Gap between HOMO and LUMO**: 10.04 eV
**Highest occupied orbital energy**: -9.438 eV
**Energy relative to the best compared isomer or geometry (same formula, charge and spin)**: 645.31 kJ/mol
**SMILES**: COCCOC.COCCOC.COCCOC.COCCOC.COCCOC.COCCOC.COCCOC

Element x y z (Å)
C -27.8205 -8.0008 -17.7043
O -26.8601 -7.8500 -16.6656
C -25.5352 -7.8465 -17.1428
C -24.4356 -7.6933 -16.1024
O -24.4718 -8.7130 -15.1483
C -23.4013 -8.5661 -14.2503
H -28.7334 -8.2243 -17.1564
H -27.5524 -8.8153 -18.3780
H -27.9043 -7.0403 -18.2224
H -25.5257 -7.0236 -17.8754
H -25.2012 -8.6902 -17.7674
H -24.5892 -6.7290 -15.6058
H -23.5389 -7.6610 -16.7314
H -22.4679 -8.7438 -14.8061
H -23.4253 -9.2861 -13.4374
H -23.2441 -7.5522 -13.8705
C -21.7538 -4.4413 -13.8656
O -21.8000 -5.3024 -14.9692
C -21.0824 -4.8717 -16.0980
C -21.7198 -3.7379 -16.8971
O -23.0287 -4.0872 -17.3608
C -24.1557 -3.9165 -16.5420
H -22.1603 -3.4399 -14.0438
H -20.7371 -4.3091 -13.4709
H -22.3064 -4.8943 -13.0407
H -21.0504 -5.7594 -16.7262
H -20.0474 -4.5561 -15.9117
H -21.2123 -3.5719 -17.8444
H -21.8098 -2.8074 -16.3291
H -24.2116 -2.8823 -16.1604
H -24.2373 -4.5202 -15.6359
H -24.9852 -3.9857 -17.2431
C -21.7527 -3.9423 -6.6886
O -21.9717 -4.8566 -7.7374
C -22.3587 -4.1878 -8.9339
C -23.3344 -5.1055 -9.6340
O -22.7169 -6.1672 -10.2875
C -23.5746 -6.8957 -11.1316
H -21.1952 -3.0260 -6.9061
H -21.3525 -4.4188 -5.7969
H -22.7271 -3.5391 -6.3612
H -21.5132 -3.9011 -9.5679
H -22.8676 -3.2373 -8.7359
H -24.0590 -4.5674 -10.2707
H -24.0348 -5.4159 -8.8408
H -23.9036 -6.2336 -11.9446
H -24.4825 -7.2707 -10.6472
H -22.9886 -7.7113 -11.5434
C -19.5119 -5.5528 -21.0164
O -20.6458 -5.6213 -20.1840
C -21.7046 -6.3880 -20.7242
C -22.6914 -6.8054 -19.6474
O -22.4839 -8.1252 -19.1827
C -21.2976 -8.3318 -18.4896
H -19.0720 -6.5475 -21.1296
H -18.8625 -4.7853 -20.6007
H -19.7490 -5.1894 -22.0279
H -21.4636 -7.2257 -21.3925
H -22.2015 -5.7178 -21.4464
H -23.7120 -6.7216 -20.0133
H -22.5626 -6.1684 -18.7627
H -20.3793 -8.2662 -19.0929
H -21.1943 -9.3865 -18.2052
H -21.2720 -7.7331 -17.5738
C -32.3961 -2.4344 -19.9448
O -33.4235 -2.5243 -19.0057
C -33.0096 -2.5756 -17.6672
C -31.9381 -3.5970 -17.2679
O -32.0631 -4.7960 -18.0005
C -30.9124 -5.6070 -17.9210
H -31.5549 -3.1272 -19.8515
H -31.9635 -1.4208 -20.0105
H -32.8781 -2.5784 -20.9161
H -33.8795 -2.8049 -17.0525
H -32.6720 -1.5793 -17.3549
H -32.1102 -3.8778 -16.2210
H -30.9321 -3.1598 -17.2796
H -30.1031 -5.1029 -18.4786
H -31.0722 -6.5124 -18.4957
H -30.4569 -5.6936 -16.9320
C -25.4112 -7.5120 -22.6244
O -26.8114 -7.6960 -22.5423
C -27.2490 -8.9711 -23.0341
C -27.2458 -10.0015 -21.9350
O -25.9467 -10.4193 -21.5759
C -25.9021 -11.1564 -20.3772
H -25.0239 -7.6052 -23.6478
H -24.8981 -8.2858 -22.0497
H -25.2071 -6.5134 -22.2442
H -26.5214 -9.2310 -23.8107
H -28.2734 -8.9442 -23.4016
H -27.9545 -10.8100 -22.1586
H -27.6406 -9.4780 -21.0504
H -24.8533 -11.3323 -20.1390
H -26.3766 -12.1344 -20.4847
H -26.3159 -10.5810 -19.5454
C -19.8287 -17.4540 -11.5594
O -20.1487 -16.1489 -11.1525
C -20.7292 -15.3839 -12.1820
C -21.3098 -14.0705 -11.6119
O -22.4250 -13.6655 -12.3560
C -22.9039 -12.3767 -11.9223
H -19.4211 -17.9893 -10.7025
H -19.0719 -17.4383 -12.3526
H -20.7349 -17.9863 -11.8723
H -21.5583 -15.9311 -12.6463
H -19.9467 -15.1642 -12.9136
H -20.4159 -13.4340 -11.6158
H -21.6365 -14.1771 -10.5740
H -23.4869 -12.0385 -12.7694
H -22.0051 -11.8174 -11.6511
H -23.4539 -12.4659 -10.9806

Mulliken atomic charge list, values in e, 2 entries: atom 1 (C): -0.164, atom 2 (O): -0.506

[3]
Below is a structure of composition C17H17FN2O4S3, with properties calculated with ωB97M-V/def2-TZVPD.

Computed properties:
**LUMO energy**: -0.03909 hartree
**Total energy**: -2362.29554 a.u.
**Strongest force on any atom**: 19.228 eV Å⁻¹
**Gap between HOMO and LUMO**: 7.20 eV
**Highest occupied orbital energy**: -8.261 eV

Element x y z (Å)
O -5.0482 -0.6696 -0.5869
C -3.9660 -0.1316 -0.2175
N -2.9685 -0.7105 0.3791
H -2.1975 -0.3841 0.6161
C -3.1241 -2.4212 0.3708
C -2.2424 -2.7401 1.6690
H -2.3152 -3.8393 2.0135
H -2.2851 -2.0314 2.3947
S -0.6641 -2.2621 0.6748
O 0.5082 -3.1761 1.1834
O -0.4476 -0.6602 0.8949
C -1.2759 -2.6075 -1.0175
C -2.6426 -3.1200 -0.8807
H -2.8648 -3.9156 -0.6529
H -3.2301 -2.5515 -1.7430
H -1.0139 -1.8927 -1.4358
H -0.5832 -3.7442 -1.1770
H -4.2249 -2.5886 0.8021
C -3.8203 1.4925 -0.2988
C -2.8587 1.9110 -1.0765
N -1.5213 1.7043 -0.7866
C -1.0924 2.5982 0.4476
S -1.8227 3.7504 1.1636
S 0.6640 2.2180 0.7260
C 0.7545 1.1514 -0.9658
C 1.8556 0.2318 -1.1754
C 3.1451 -0.0745 -0.7198
C 3.7239 1.0903 0.2430
C 4.9197 0.7384 0.7816
C 5.8055 -0.2462 0.1425
C 5.2719 -0.9242 -0.9658
C 3.9178 -0.8947 -1.4309
H 3.5686 -1.4686 -2.0505
H 5.8683 -1.9170 -1.3822
F 7.0182 -0.4246 0.4582
H 5.4725 1.6043 1.4714
H 3.1150 1.7010 0.5679
H 1.4969 -0.4359 -1.7116
C -0.6018 0.8943 -1.2883
O -1.0121 0.2234 -2.1078
H -2.9033 2.8529 -1.2291
H -3.0149 1.3815 -1.8957
H -3.8079 1.6993 0.8035
H -4.9165 1.6832 -0.5359

Mulliken atomic charge list, values in e, 2 entries: atom 1 (O): -0.730, atom 2 (C): 0.503

[4]
Below is the molecule C18H12N4O2S, with properties calculated with ωB97M-V/def2-TZVPD.

Computed properties:
**LUMO energy**: -0.00368 hartree
**Total energy**: -1460.80896 a.u.
**Strongest force on any atom**: 3.257 eV Å⁻¹
**Gap between HOMO and LUMO**: 8.19 eV
**Highest occupied orbital energy**: -8.293 eV
**Energy relative to the best compared isomer or geometry (same formula, charge and spin)**: 0.00 kJ/mol
**SMILES**: O=C(Nc1nc(-c2ccccc2)c(-c2ncon2)s1)c1ccccc1

Element x y z (Å)
O -0.2266 3.2252 1.2072
C -1.2010 2.4638 1.1367
N -0.9798 1.1533 0.7616
C 0.2360 0.6071 0.3516
N 0.0929 -0.6383 -0.0107
C 1.2844 -1.1513 -0.5074
C 1.2625 -2.5655 -0.8790
C 0.0630 -3.0301 -1.4698
C -0.0335 -4.3650 -1.8532
C 1.0002 -5.2612 -1.6570
C 2.1710 -4.8106 -1.0847
C 2.3107 -3.4606 -0.6656
C 2.3524 -0.2637 -0.4520
C 3.7573 -0.3427 -0.8936
N 4.7688 0.4618 -0.3757
C 5.7984 0.1530 -1.0654
O 5.5377 -0.8072 -1.9934
N 4.1792 -1.1710 -1.7902
S 1.8034 1.2893 0.1112
C -2.5314 2.9757 1.4089
C -3.6471 2.1222 1.5658
C -4.9413 2.6393 1.7667
C -5.0948 4.0054 1.8477
C -4.0029 4.8690 1.7133
C -2.7489 4.3641 1.4674
H -1.7671 0.5674 0.5485
H -0.7359 -2.3237 -1.6045
H -0.9623 -4.6628 -2.2954
H 0.7944 -6.3212 -1.9343
H 3.0245 -5.4879 -0.9474
H 3.2323 -3.1742 -0.1598
H 6.7740 0.6102 -0.9476
H -3.5471 1.0264 1.6082
H -5.7887 1.9461 1.9302
H -6.1045 4.3785 2.0570
H -4.1897 5.9190 1.7892
H -1.9400 5.0602 1.3157

Mulliken atomic charge list, values in e, 2 entries: atom 1 (O): -0.688, atom 2 (C): 0.600

[5]
Below is the molecule C5H4O2, with properties calculated with ωB97M-V/def2-TZVPD.

Computed properties:
**LUMO energy**: 0.03755 hartree
**Total energy**: -343.23518 a.u.
**Strongest force on any atom**: 0.722 eV Å⁻¹
**Gap between HOMO and LUMO**: 9.75 eV
**Highest occupied orbital energy**: -8.731 eV
**Energy relative to the best compared isomer or geometry (same formula, charge and spin)**: 412.68 kJ/mol
**SMILES**: C1=C[C@H]2[C@@H]3O[C@@]23O1

Element x y z (Å)
C -1.0885 -0.9732 0.2564
C -1.1602 0.3636 0.1340
C 0.0984 0.8688 -0.4954
C 1.3150 0.5957 0.3407
O 2.1443 -0.2334 -0.6727
C 0.8251 -0.4425 -0.5419
O 0.0841 -1.5382 -0.1944
H -1.8033 -1.6873 0.6445
H -2.0196 0.9645 0.4047
H 0.0922 1.6552 -1.2518
H 1.5123 0.4269 1.3758

Mulliken atomic charge list, values in e, 2 entries: atom 1 (C): -0.328, atom 2 (C): -0.352